# 1
Molecular formula: C48H108F18N2P5
Method: DFT, ωB97M-V/def2-TZVPD

Cartesian coordinates (Å):
C1 14.060 3.465 -17.476
C2 13.771 3.222 -16.005
C3 13.030 4.448 -15.342
C4 13.825 5.711 -15.301
P1 12.928 7.278 -14.725
C5 11.368 7.657 -15.758
C6 11.406 7.212 -17.333
C7 10.297 6.330 -17.723
C8 10.440 5.999 -19.228
C9 13.962 8.872 -14.704
C10 13.216 10.238 -14.242
C11 14.229 11.305 -13.906
C12 15.350 11.590 -14.932
C13 12.258 7.074 -13.045
C14 13.396 6.923 -12.075
C15 13.077 7.240 -10.594
C16 11.832 6.409 -10.076
H1 14.557 4.409 -17.699
H2 13.114 3.508 -18.016
H3 14.672 2.693 -17.943
H4 14.662 2.894 -15.470
H5 12.972 2.484 -15.936
H6 12.863 4.113 -14.318
H7 11.994 4.657 -15.607
H8 14.293 5.924 -16.262
H9 14.712 5.640 -14.672
H10 10.976 8.674 -15.767
H11 10.634 7.039 -15.240
H12 12.282 6.591 -17.518
H13 11.554 8.035 -18.032
H14 9.307 6.757 -17.561
H15 10.289 5.439 -17.096
H16 10.388 6.825 -19.937
H17 9.725 5.210 -19.460
H18 11.414 5.523 -19.345
H19 14.383 8.928 -15.707
H20 14.851 8.643 -14.117
H21 12.552 10.006 -13.409
H22 12.667 10.654 -15.087
H23 14.630 11.149 -12.904
H24 13.665 12.235 -13.833
H25 14.907 11.626 -15.927
H26 16.042 10.748 -14.940
H27 15.894 12.518 -14.755
H28 11.499 6.296 -12.964
H29 11.723 8.008 -12.873
H30 14.296 7.466 -12.365
H31 13.657 5.869 -12.177
H32 12.847 8.287 -10.398
H33 13.949 7.154 -9.945
H34 11.928 5.324 -10.042
H35 10.947 6.606 -10.681
H36 11.509 6.675 -9.069
C17 11.887 11.240 -2.193
C18 10.749 10.272 -1.735
C19 9.363 10.526 -2.246
C20 8.415 9.477 -1.677
P2 6.680 9.615 -1.868
C21 5.722 10.466 -0.665
C22 4.110 10.473 -0.920
C23 3.390 10.978 0.300
C24 3.692 10.285 1.678
C25 6.357 10.346 -3.573
C26 6.625 11.839 -3.689
C27 6.663 12.222 -5.203
C28 7.834 11.697 -6.091
C29 5.990 7.861 -1.828
C30 5.991 7.173 -0.484
C31 5.514 5.774 -0.594
C32 3.977 5.669 -0.621
H37 11.615 11.772 -3.105
H38 12.770 10.604 -2.256
H39 12.181 11.980 -1.450
H40 10.626 10.343 -0.654
H41 11.011 9.233 -1.934
H42 9.238 10.487 -3.328
H43 9.017 11.512 -1.939
H44 8.540 9.380 -0.598
H45 8.658 8.497 -2.089
H46 6.157 11.459 -0.556
H47 6.038 9.909 0.217
H48 3.838 9.447 -1.167
H49 3.794 11.087 -1.762
H50 2.322 10.820 0.149
H51 3.669 12.032 0.280
H52 4.707 10.408 2.056
H53 3.694 9.197 1.610
H54 3.086 10.516 2.554
H55 5.335 10.098 -3.857
H56 6.847 9.774 -4.361
H57 7.531 12.255 -3.249
H58 5.801 12.359 -3.200
H59 6.747 13.303 -5.312
H60 5.703 12.089 -5.702
H61 7.721 11.897 -7.156
H62 7.907 10.614 -6.197
H63 8.781 12.175 -5.842
H64 6.665 7.250 -2.426
H65 5.099 7.910 -2.454
H66 5.428 7.685 0.296
H67 7.029 7.000 -0.202
H68 5.871 5.177 0.246
H69 5.905 5.236 -1.458
H70 3.397 6.169 0.155
H71 3.935 4.593 -0.450
H72 3.639 5.900 -1.631
C33 9.170 0.118 -9.288
C34 7.644 0.414 -9.251
C35 7.061 0.041 -7.869
N1 5.512 0.197 -7.741
C36 4.834 -0.668 -8.768
C37 4.953 1.689 -7.646
C38 3.977 1.707 -6.513
C39 3.869 0.330 -5.921
C40 5.125 -0.400 -6.341
H73 9.439 -0.669 -8.584
H74 9.729 1.015 -9.024
H75 9.582 -0.121 -10.269
H76 7.158 -0.259 -9.957
H77 7.370 1.389 -9.654
H78 7.578 0.669 -7.143
H79 7.416 -0.981 -7.736
H80 4.767 -0.226 -9.762
H81 3.912 -1.098 -8.379
H82 5.442 -1.572 -8.821
H83 4.661 2.005 -8.648
H84 5.876 2.267 -7.616
H85 3.056 2.152 -6.890
H86 4.347 2.335 -5.703
H87 2.935 -0.191 -6.131
H88 3.833 0.386 -4.833
H89 5.028 -1.483 -6.404
H90 5.958 -0.295 -5.646
C41 6.455 15.669 -14.072
C42 6.352 17.171 -13.886
C43 5.915 17.656 -12.492
N2 6.037 19.203 -12.548
C44 4.968 19.915 -13.468
C45 7.404 19.897 -12.960
C46 7.465 21.242 -12.208
C47 6.519 21.092 -10.965
C48 5.806 19.722 -11.148
H91 5.812 15.079 -13.420
H92 7.442 15.224 -13.941
H93 6.312 15.298 -15.086
H94 5.617 17.500 -14.620
H95 7.351 17.513 -14.159
H96 6.623 17.325 -11.733
H97 4.903 17.377 -12.198
H98 3.995 19.489 -13.224
H99 5.262 19.847 -14.515
H100 4.903 20.941 -13.107
H101 7.411 19.900 -14.050
H102 8.098 19.133 -12.610
H103 7.286 22.082 -12.879
H104 8.407 21.573 -11.771
H105 5.784 21.893 -10.897
H106 7.155 20.948 -10.091
H107 4.727 19.761 -10.999
H108 6.017 18.864 -10.510
P3 5.069 7.594 -11.633
F1 4.874 7.566 -10.045
F2 3.757 6.685 -11.965
F3 4.221 8.895 -11.994
F4 5.367 7.345 -13.187
F5 6.461 8.436 -11.482
F6 5.877 6.196 -11.426
P4 -1.313 2.508 -12.990
F7 -2.606 3.292 -12.415
F8 -1.153 3.774 -14.000
F9 -0.515 3.469 -11.955
F10 0.062 1.706 -13.523
F11 -1.690 1.323 -11.877
F12 -2.259 1.705 -14.052
P5 -0.876 14.503 -11.857
F13 0.268 13.368 -11.866
F14 -0.249 15.328 -13.130
F15 -1.577 13.558 -13.010
F16 -2.129 15.423 -11.886
F17 -1.640 13.565 -10.757
F18 -0.067 15.408 -10.719

Calculated values
HOMO energy (hartree): -0.338
Electronic energy (eV): -149868.9715
Charge: +1
Orbital gap (eV): 6.985



# 2
Molecular formula: C48H108F2NO4P3S2
Method: DFT, ωB97M-V/def2-TZVPD

Cartesian coordinates (Å):
C1 5.474 -0.220 9.158
C2 5.365 0.337 7.740
C3 4.017 0.038 7.059
C4 3.995 0.590 5.625
P1 2.603 -0.152 4.643
C5 2.657 0.295 2.865
C6 3.667 1.370 2.474
C7 3.693 1.728 1.000
C8 4.210 0.642 0.053
C9 1.053 0.400 5.392
C10 0.820 1.905 5.322
C11 -0.646 2.297 5.500
C12 -1.192 1.728 6.813
C13 2.762 -1.969 4.747
C14 4.174 -2.474 4.407
C15 4.286 -3.998 4.374
C16 3.683 -4.642 3.133
H1 4.527 0.010 9.653
H2 6.196 0.341 9.748
H3 5.682 -1.286 9.151
H4 6.174 0.115 7.037
H5 5.512 1.423 7.793
H6 3.199 0.406 7.683
H7 3.829 -1.037 6.995
H8 4.899 0.271 5.096
H9 4.060 1.676 5.552
H10 1.636 0.583 2.601
H11 2.813 -0.672 2.380
H12 4.666 0.995 2.731
H13 3.572 2.259 3.101
H14 4.337 2.611 0.928
H15 2.714 2.074 0.658
H16 3.419 -0.114 0.108
H17 5.106 0.129 0.402
H18 4.322 0.987 -0.971
H19 1.127 -0.018 6.401
H20 0.231 -0.108 4.890
H21 1.163 2.256 4.343
H22 1.365 2.454 6.093
H23 -1.294 1.988 4.673
H24 -0.693 3.387 5.445
H25 -2.176 2.075 7.118
H26 -0.483 1.924 7.626
H27 -1.219 0.635 6.801
H28 2.171 -2.266 3.878
H29 2.407 -2.264 5.731
H30 4.915 -2.012 5.070
H31 4.510 -2.052 3.452
H32 3.820 -4.437 5.259
H33 5.348 -4.243 4.430
H34 2.600 -4.756 3.201
H35 4.116 -5.633 2.995
H36 3.874 -4.104 2.201
C17 -10.103 -2.564 1.241
C18 -8.673 -2.945 1.578
C19 -7.864 -3.214 0.272
C20 -6.614 -4.105 0.347
P2 -5.379 -3.615 1.609
C21 -5.921 -3.973 3.306
C22 -4.886 -3.617 4.419
C23 -4.955 -2.145 4.826
C24 -4.043 -1.840 5.998
C25 -3.849 -4.525 1.206
C26 -3.832 -5.994 1.741
C27 -2.857 -6.881 0.956
C28 -1.388 -6.444 1.183
C29 -4.913 -1.870 1.389
C30 -4.601 -1.511 -0.057
C31 -4.613 -0.020 -0.403
C32 -4.338 0.275 -1.871
H37 -10.216 -2.013 0.305
H38 -10.572 -1.999 2.044
H39 -10.703 -3.463 1.077
H40 -8.648 -3.926 2.060
H41 -8.221 -2.198 2.231
H42 -7.531 -2.258 -0.142
H43 -8.574 -3.584 -0.469
H44 -6.140 -4.058 -0.633
H45 -6.770 -5.159 0.598
H46 -6.136 -5.044 3.281
H47 -6.848 -3.456 3.553
H48 -3.899 -3.957 4.101
H49 -5.083 -4.219 5.310
H50 -5.984 -1.908 5.106
H51 -4.710 -1.566 3.934
H52 -3.003 -2.164 5.923
H53 -4.344 -2.396 6.895
H54 -4.078 -0.798 6.318
H55 -3.018 -4.030 1.705
H56 -3.760 -4.596 0.123
H57 -4.834 -6.421 1.638
H58 -3.557 -6.010 2.796
H59 -3.077 -6.839 -0.111
H60 -2.885 -7.916 1.301
H61 -1.377 -5.373 0.955
H62 -0.663 -6.943 0.547
H63 -1.096 -6.572 2.224
H64 -4.017 -1.685 1.992
H65 -5.684 -1.226 1.827
H66 -5.360 -1.959 -0.706
H67 -3.604 -1.895 -0.290
H68 -3.963 0.533 0.282
H69 -5.617 0.358 -0.174
H70 -4.480 1.336 -2.066
H71 -5.053 -0.314 -2.449
H72 -3.338 -0.026 -2.185
C33 6.503 6.235 -5.475
C34 5.007 6.020 -5.661
C35 4.713 5.102 -6.836
C36 3.233 5.140 -7.317
P3 2.180 3.863 -6.645
C37 2.395 3.741 -4.851
C38 1.575 2.647 -4.177
C39 1.761 2.634 -2.671
C40 1.053 1.516 -1.915
C41 0.414 4.228 -6.950
C42 0.119 5.128 -8.162
C43 -1.349 5.090 -8.531
C44 -1.717 6.127 -9.603
C45 2.726 2.203 -7.222
C46 3.145 2.225 -8.707
C47 3.290 0.813 -9.310
C48 3.483 0.809 -10.821
H73 7.001 5.315 -5.164
H74 6.698 6.958 -4.683
H75 6.982 6.592 -6.387
H76 4.514 6.984 -5.817
H77 4.599 5.660 -4.712
H78 5.059 4.083 -6.629
H79 5.323 5.370 -7.701
H80 3.152 5.119 -8.403
H81 2.823 6.084 -6.944
H82 2.086 4.772 -4.604
H83 3.448 3.838 -4.572
H84 1.798 1.635 -4.530
H85 0.551 2.822 -4.527
H86 1.411 3.588 -2.256
H87 2.838 2.662 -2.475
H88 1.094 1.716 -0.846
H89 1.572 0.572 -2.095
H90 0.003 1.401 -2.183
H91 -0.015 4.613 -6.025
H92 -0.091 3.289 -7.197
H93 0.761 4.883 -9.010
H94 0.338 6.167 -7.890
H95 -1.986 5.364 -7.686
H96 -1.629 4.083 -8.855
H97 -2.733 6.004 -9.989
H98 -1.146 6.090 -10.532
H99 -1.730 7.089 -9.091
H100 1.842 1.588 -7.045
H101 3.595 1.957 -6.616
H102 4.116 2.724 -8.723
H103 2.428 2.758 -9.337
H104 2.437 0.192 -9.027
H105 4.132 0.305 -8.829
H106 3.412 -0.207 -11.207
H107 4.413 1.281 -11.131
H108 2.643 1.333 -11.288
N1 0.074 -1.482 2.771
S1 -0.141 -1.984 1.289
O1 -1.509 -2.262 0.889
O2 0.881 -2.847 0.753
F1 0.071 -0.579 0.496
S2 -0.674 -2.748 3.499
O3 0.007 -4.012 3.380
O4 -2.101 -2.721 3.587
F2 -0.266 -2.310 4.993

Calculated values
HOMO energy (hartree): -0.496
Electronic energy (eV): -116169.5875
Charge: +2
Orbital gap (eV): 10.308